No. 1
DFT (ωB97M-V with the def2-TZVPD basis set) results for a cluster of 15 separate species, C5H40NO15 in total in a non-equilibrium geometry.

Element x y z (Å)
O: -3.89462 -1.17890 1.10994
O: -3.16492 -2.25668 -0.99128
H: -0.47620 0.14987 -0.36369
H: 1.13959 3.50789 1.03008
C: -0.56538 2.46039 1.89900
H: -1.37007 -0.18872 -3.07503
H: 1.39854 1.63667 -0.84861
H: 0.52417 3.87916 -0.92266
H: 3.77576 1.42899 -0.34900
H: -1.29898 -4.93952 0.22583
H: -3.44237 -0.13174 -3.12859
H: -2.91427 -2.16214 1.79754
H: -3.61995 -3.35691 2.64147
O: 1.27394 -2.04469 -1.06530
O: -4.75351 0.76238 -0.46883
C: 2.25477 1.34008 1.19310
H: 2.59484 -0.53336 0.61938
O: 4.02686 -0.41901 -2.85125
O: 1.19668 -4.46681 1.63147
C: 1.05376 1.45615 0.18378
H: 0.45918 -2.55991 -1.25130
N: 0.31587 0.14176 0.32837
H: 4.32725 1.19585 -1.71829
H: 0.79948 -1.17675 -0.81579
H: 0.87509 -1.10015 -3.73006
H: -1.04877 4.29805 -0.12990
H: 3.01568 2.09980 0.93184
H: -3.80349 -1.81695 -0.21228
H: 0.75125 5.52781 1.22128
H: -1.95477 -3.88468 1.22360
H: -0.75150 3.32999 2.55769
H: 1.78309 -1.76979 -2.60929
H: 4.07681 -1.22899 -2.39768
O: -2.91429 -0.20277 -2.36936
O: 0.61584 5.19107 2.10329
C: 0.34214 2.70766 0.67688
O: 3.10431 0.26294 0.87380
O: 4.06449 1.90434 -1.11800
H: 1.95237 1.38400 2.22273
H: 3.23900 -0.54896 -3.40866
H: 3.24028 -1.77664 3.88457
H: 0.29592 -4.26114 1.25429
O: 3.71122 -0.91487 4.06344
H: -2.89510 -1.11456 -1.87523
H: -0.10230 1.82675 2.58352
O: -0.61524 -0.16430 -3.70178
H: -4.06958 0.87536 -1.13117
H: -0.16508 0.66249 -3.53842
H: 1.80796 -3.91181 1.14007
H: 3.45846 -0.40581 3.26284
H: -0.95311 2.77987 -1.11204
O: -1.42076 -4.00482 0.38649
O: -2.78290 -3.01907 2.40092
H: -0.06260 -0.02183 1.23852
O: 1.73810 -1.46270 -3.54903
C: -0.38989 3.45127 -0.42381
H: -4.75261 -1.39846 1.41506
H: -4.47372 -0.05851 -0.00200
H: -0.29272 4.94711 2.12817
H: -1.60468 2.26753 1.63158
H: -2.65930 -2.99329 -0.70223

Values from the calculation:
**Net charge**: -1
**Spin multiplicity**: 1
**Gap between HOMO and LUMO**: 9.0 eV
**Energy relative to the best compared isomer or geometry (same formula, charge and spin)**: 79.1 kcal/mol

For each atom in turn, the natural (NBO) charge in e is:
1. O -1.16
2. O -1.06
3. H 0.39
4. H 0.24
5. C -0.62
6. H 0.51
7. H 0.23
8. H 0.21
9. H 0.47
10. H 0.47
11. H 0.48
12. H 0.53
13. H 0.46
14. O -0.99
15. O -1.02
16. C -0.08
17. H 0.49
18. O -0.99
19. O -0.98
20. C -0.07
21. H 0.49
22. N -0.89
23. H 0.50
24. H 0.50
25. H 0.50
26. H 0.20
27. H 0.20
28. H 0.51
29. H 0.47
30. H 0.52
31. H 0.19
32. H 0.49
33. H 0.46
34. O -1.04
35. O -0.92
36. C -0.26
37. O -0.76
38. O -0.99
39. H 0.17
40. H 0.51
41. H 0.47
42. H 0.49
43. O -0.95
44. H 0.52
45. H 0.20
46. O -0.99
47. H 0.47
48. H 0.47
49. H 0.47
50. H 0.48
51. H 0.22
52. O -1.01
53. O -1.03
54. H 0.39
55. O -1.04
56. C -0.62
57. H 0.44
58. H 0.49
59. H 0.47
60. H 0.23
61. H 0.50

***

No. 2
DFT (ωB97M-V with the def2-TZVPD basis set) results for a structure of composition C15H16F3LiN2O5 in a non-equilibrium geometry.

Element x y z (Å)
H: 14.26339 -14.53050 30.27122
H: 11.32475 -10.73741 29.66813
C: 13.60121 -13.70545 30.02667
H: 13.73935 -12.11862 34.04759
F: 18.12582 -9.77795 33.24675
C: 12.00830 -11.58220 29.70516
H: 12.52138 -14.69342 28.46454
H: 16.24129 -11.26910 34.18622
C: 11.52228 -8.18215 32.42421
C: 14.54935 -5.22566 36.39663
C: 15.33797 -10.64218 34.20540
C: 14.01302 -7.52104 36.09294
C: 17.19162 -8.81299 32.82184
H: 14.45741 -12.50953 31.60465
C: 14.20692 -6.45771 36.94184
H: 11.10642 -12.53982 28.06999
F: 17.89278 -7.99586 32.03247
N: 12.87539 -11.54501 30.71705
C: 16.04356 -9.48938 32.05150
C: 11.83672 -12.66915 28.85849
H: 16.53136 -10.32425 31.47887
H: 13.85783 -8.16212 34.06402
H: 14.11443 -6.57810 38.01836
Li: 13.31555 -9.76725 31.72032
C: 14.68863 -5.15653 35.01697
C: 14.10275 -7.32076 34.71471
N: 14.47738 -6.16031 34.17890
C: 12.64588 -13.77901 29.02977
O: 15.05186 -10.15620 32.91773
C: 13.70180 -12.57559 30.82934
C: 14.08334 -11.31796 34.70979
H: 14.92346 -4.19836 34.55160
H: 13.25848 -10.59981 34.73948
H: 14.63299 -4.34458 37.02166
O: 15.37674 -8.69488 31.28388
O: 11.89085 -9.29204 33.05111
O: 12.44741 -7.57888 31.74646
O: 10.28510 -7.81609 32.36772
F: 16.88405 -8.12337 33.92672
H: 13.69627 -8.49818 36.43661
H: 14.26719 -11.72801 35.70982
H: 15.56866 -9.81267 34.88682

Values from the calculation:
**Net charge**: -2
**Spin multiplicity**: 1
**Gap between HOMO and LUMO**: 3.4 eV
**Energy relative to the best compared isomer or geometry (same formula, charge and spin)**: 0.0 kcal/mol

For each atom in turn, the natural (NBO) charge in e is:
1. H 0.20
2. H 0.23
3. C -0.26
4. H 0.19
5. F -0.40
6. C 0.06
7. H 0.20
8. H 0.15
9. C 0.92
10. C -0.31
11. C -0.07
12. C -0.27
13. C 0.92
14. H 0.21
15. C -0.20
16. H 0.21
17. F -0.33
18. N -0.42
19. C 0.33
20. C -0.27
21. H 0.06
22. H 0.27
23. H 0.19
24. Li 0.88
25. C 0.03
26. C 0.07
27. N -0.37
28. C -0.19
29. O -0.62
30. C 0.05
31. C -0.64
32. H 0.17
33. H 0.27
34. H 0.19
35. O -0.83
36. O -1.02
37. O -0.90
38. O -0.91
39. F -0.33
40. H 0.21
41. H 0.17
42. H 0.17

***

No. 3
DFT (ωB97M-V with the def2-TZVPD basis set) results for the molecule C2H2FI in a non-equilibrium geometry.

Element x y z (Å)
F: -0.46470 -1.57031 0.05948
C: -0.43726 -0.18614 0.10190
C: 0.77899 0.29445 0.06558
I: -2.30337 0.66962 0.03379
H: 1.45119 -0.48876 -0.07080
H: 0.97514 1.28114 -0.18996

Values from the calculation:
**SMILES string**: C=C(F)I
**Spin multiplicity**: 1
**Gap between HOMO and LUMO**: 10.0 eV
**Energy relative to the best compared isomer or geometry (same formula, charge and spin)**: 0.5 kcal/mol

For each atom in turn, the natural (NBO) charge in e is:
1. F -0.36
2. C 0.21
3. C -0.49
4. I 0.19
5. H 0.23
6. H 0.22

***

No. 4
DFT (ωB97M-V with the def2-TZVPD basis set) results for a cluster of 4 separate species, C25H53IO3 in total.

Element x y z (Å)
H: -0.07847 -7.48019 0.68214
H: 2.19434 -1.88605 -0.97658
H: 3.95625 -1.64327 1.52753
H: 5.63514 -0.57761 0.13099
C: 6.50849 -2.16469 -2.05917
H: 0.01023 -3.36085 -2.53789
H: 1.68100 -4.43316 -0.88201
H: 1.29072 -8.50968 0.26673
O: 1.29975 0.49285 4.84694
H: -1.19879 -5.41030 -0.60334
H: 0.16655 2.66289 4.76055
H: -3.49289 6.00141 -2.57372
H: 3.04578 0.62043 3.15910
H: 6.84337 -3.05781 -2.58785
H: -5.42227 3.65393 -2.24794
H: -3.78896 3.72277 -1.63418
C: 0.95312 -5.22675 -0.68613
H: -1.71390 -3.67725 -2.33515
H: 1.29600 -6.09057 -2.63324
H: 2.09295 0.99605 1.70788
H: -0.79488 3.89530 2.68538
H: -0.57325 2.39344 1.81670
H: -0.66626 -4.91819 -3.01090
H: -2.62164 3.08942 3.86911
H: 6.64289 -2.34674 -0.99164
H: -3.10515 4.47990 1.23047
H: 0.25513 0.40527 3.05139
H: -0.58726 -3.84210 -0.13839
H: -5.86326 6.83081 -2.55095
C: 4.55497 -0.55109 -1.73845
C: 2.24293 1.23713 2.76162
H: 0.63514 -8.37751 -2.16462
C: -4.30345 5.35815 -2.92854
C: -0.75710 2.81294 2.81352
H: 7.16980 -1.34200 -2.34031
C: 3.84023 -1.71539 0.44240
H: -0.35797 -9.07321 -0.00888
H: 1.84549 -2.55653 0.61207
C: -5.20040 4.94283 -0.54893
H: 2.29959 -6.75057 -1.36552
O: 2.62597 2.61237 2.87373
C: 1.61883 3.35759 3.38441
H: 4.29702 -2.66712 0.15653
C: 4.59649 -0.55822 -0.20869
H: -2.36138 4.95934 -0.29896
H: 4.41821 -2.67518 -2.11293
H: 4.18186 0.38874 0.15341
H: 1.87209 -0.80622 0.37764
H: -4.07726 6.79312 -0.52778
C: 2.35669 -1.74423 0.09321
C: -4.66694 4.33884 -1.84948
H: -3.90390 4.82238 -3.79357
C: -2.09653 2.28612 3.35390
C: 0.42789 2.47520 3.71679
H: 5.15458 0.29141 -2.09670
H: 3.53344 -0.35627 -2.07661
H: -1.91478 1.51191 4.10428
H: -0.68008 -7.30753 -1.75101
C: 0.32991 -7.60497 -1.45429
H: -5.40546 4.12715 0.15147
I: -5.06393 1.83290 2.67370
H: -2.84457 2.23825 1.30908
H: -2.30924 6.04778 1.08337
H: 4.95463 -1.73293 -3.48044
H: -6.16248 5.42686 -0.73599
H: -4.76454 6.34273 1.01312
O: 1.70051 4.53953 3.53098
H: -2.79776 0.65276 2.08395
C: -0.45208 -4.65335 -0.85960
C: -5.47961 6.22176 -3.37089
C: 5.05881 -1.83473 -2.39723
C: 1.28139 -6.41687 -1.58981
C: 0.95940 1.05059 3.58256
H: -6.30169 5.60135 -3.73527
H: 1.09532 -5.51292 0.35997
C: -2.93272 5.32413 0.55674
H: 0.67666 -0.20274 5.06885
H: -5.19112 6.89975 -4.17498
C: -4.26175 5.93946 0.13045
C: -2.97659 1.71080 2.25043
C: 0.29256 -8.19889 -0.05040
C: -0.72178 -4.12468 -2.26411

Values from the calculation:
**SMILES string**: O=C1OC[C@@H](O)[C@@H]1CCCI.CCCCCC.CCCCCC.CCCCCC
**Spin multiplicity**: 1
**Gap between HOMO and LUMO**: 9.7 eV

For each atom in turn, the Mulliken charge in e is:
1. H 0.27
2. H 0.22
3. H 0.41
4. H 0.34
5. C -1.24
6. H 0.23
7. H -0.30
8. H 0.29
9. O -0.58
10. H 0.32
11. H 0.49
12. H 0.22
13. H 0.24
14. H 0.40
15. H 0.41
16. H 0.24
17. C 0.09
18. H 0.39
19. H 0.37
20. H -0.09
21. H 0.48
22. H 0.35
23. H 0.29
24. H 0.44
25. H 0.28
26. H -0.04
27. H 0.48
28. H 0.37
29. H 0.28
30. C -0.82
31. C -0.25
32. H 0.38
33. C -0.43
34. C -1.09
35. H 0.30
36. C -0.50
37. H 0.39
38. H 0.31
39. C -0.45
40. H 0.41
41. O -0.37
42. C -0.03
43. H 0.32
44. C -0.47
45. H 0.30
46. H 0.01
47. H 0.19
48. H 0.14
49. H 0.29
50. C -0.79
51. C -0.59
52. H 0.39
53. C -0.56
54. C 0.41
55. H 0.43
56. H 0.30
57. H 0.48
58. H 0.23
59. C -0.46
60. H 0.11
61. I -0.02
62. H 0.35
63. H 0.46
64. H 0.39
65. H 0.36
66. H 0.36
67. O -0.59
68. H 0.50
69. C -0.44
70. C -1.21
71. C -0.15
72. C -0.89
73. C 0.04
74. H 0.29
75. H 0.40
76. C -0.83
77. H 0.37
78. H 0.38
79. C -0.58
80. C -1.08
81. C -1.18
82. C -1.18

***

No. 5
DFT (ωB97M-V with the def2-TZVPD basis set) results for a structure of composition C5H8O in a non-equilibrium geometry.

Element x y z (Å)
H: -0.27613 0.23310 -2.22706
C: 1.17133 0.09733 1.02163
H: 0.78215 -2.14662 0.48649
H: 2.19921 0.09170 0.65772
H: -1.80407 0.84054 0.03090
C: 0.44486 -1.17358 0.82263
H: 0.94547 1.42717 -1.63645
O: -0.81934 -1.07515 1.46433
H: -1.67752 -0.96220 -0.38215
H: -1.00377 1.38444 -1.01653
H: 0.99901 0.64857 1.94207
C: -1.20705 -0.24040 0.30510
C: 0.17794 0.06227 -0.10021
C: 0.06790 0.81283 -1.36847

Values from the calculation:
**Spin multiplicity**: 1
**Gap between HOMO and LUMO**: 10.0 eV
**Energy relative to the best compared isomer or geometry (same formula, charge and spin)**: 114.9 kcal/mol

For each atom in turn, the natural (NBO) charge in e is:
1. H 0.22
2. C -0.42
3. H 0.21
4. H 0.22
5. H 0.14
6. C 0.11
7. H 0.23
8. O -0.51
9. H 0.17
10. H 0.19
11. H 0.22
12. C -0.03
13. C -0.17
14. C -0.58

***

No. 6
DFT (ωB97M-V with the def2-TZVPD basis set) results for a structure of composition C47H50IN7P2S2Sr.

Element x y z (Å)
H: -0.05510 -2.65538 -4.78859
H: -1.05249 -0.10805 3.63722
C: 1.67991 -0.46732 -5.35090
P: 3.44474 0.17056 -0.11488
H: -3.16977 2.92507 -1.91867
C: 6.30960 -1.23630 2.49686
C: 5.52728 -0.37318 1.74235
C: -3.51330 -1.69558 -3.15388
C: 4.91029 4.50098 0.51955
C: -0.33108 3.59334 -0.29044
H: -2.75658 2.15795 -0.36712
C: 1.41142 0.35027 -6.44649
H: -6.27543 0.39409 1.22937
C: 2.01776 0.92658 -2.89867
H: -0.18832 1.95528 3.89740
H: 0.31985 -1.91382 2.64990
H: -4.41554 2.21652 -0.88257
C: 0.97451 -3.26842 -1.12708
C: -3.39282 2.09455 -1.24800
C: -0.53706 4.30731 -2.36439
H: -0.06385 4.69159 4.15407
N: -4.65374 -0.86041 1.59916
C: 2.11018 0.19817 -7.63683
H: 5.92305 1.65253 -1.00315
H: -4.31240 -0.64859 -4.86286
C: 4.09796 1.86116 0.11314
H: 3.68649 -1.29947 -1.98566
H: 3.61945 -0.91412 -8.67811
C: -2.61596 -2.68208 -1.08276
C: 4.03821 -0.27593 -1.82208
C: 3.07857 -0.78687 -7.74862
C: 3.34812 -1.61595 -6.66717
N: -2.99957 -0.77689 3.14153
H: 1.22312 -3.41642 -0.08442
C: -2.84732 -3.92276 -1.65328
C: -0.44998 2.95125 -2.33631
H: -0.49871 2.25731 -3.16205
H: -4.17414 1.58144 -3.76243
H: 3.82328 0.26009 -3.89804
H: 1.84806 1.92944 -3.30079
H: -5.23178 0.14296 -0.17407
H: -0.63999 5.01012 -3.17250
H: 1.48254 -1.21221 -1.03078
C: 3.72356 4.04674 1.07433
N: -0.31253 2.51227 -1.04206
H: 1.88821 0.84194 -8.47903
C: -0.22183 2.71408 3.13649
H: 5.22978 5.52389 0.67736
H: 0.43300 -5.31244 -1.47544
H: 2.39611 2.36950 1.31283
C: 0.81548 -1.17936 2.00115
H: 7.03390 -0.83264 3.19394
C: -3.36437 -4.07840 -2.94616
H: -2.41512 0.76779 4.38897
H: -6.29118 -1.16402 0.38244
C: 1.08541 -1.99376 -1.67401
C: 0.52257 -4.32161 -1.90243
H: -2.60244 -4.80116 -1.07026
C: -3.68278 -2.98533 -3.70297
C: 0.24818 -2.81892 -3.76002
H: -0.23133 -4.89839 -3.82913
C: -2.97405 -1.52596 -1.85400
N: -2.83607 -0.27476 -1.30882
C: -0.27398 3.53364 1.15560
C: -5.66266 -0.33508 0.70500
H: -4.26319 -1.76815 1.36437
C: 3.31618 2.73558 0.86657
N: -0.46293 4.70872 -1.04805
H: -1.96386 -0.85642 4.94381
H: 0.63874 1.10770 -6.36852
C: 5.29638 2.32517 -0.42834
C: 6.15812 -2.60824 2.37092
C: 2.65680 -1.45560 -5.47673
H: 1.58390 -1.76697 1.47979
H: -2.91657 -1.76439 2.94382
H: 5.07821 -4.18802 1.39596
C: 5.21381 -3.11749 1.49015
C: 0.15206 -4.08830 -3.22090
H: 4.02923 1.61486 -2.82157
Sr: -0.83033 0.14105 0.37006
H: 5.63906 0.69636 1.86367
I: 2.11133 -0.15290 3.45951
H: 2.87020 -2.10857 -4.63859
P: 0.77244 -0.11101 -3.80095
H: -4.08744 -3.08277 -4.70326
H: 6.62974 3.98784 -0.65918
C: 4.58374 -0.87523 0.85120
H: 3.67526 -2.66920 0.07525
S: -3.89825 1.60532 2.33055
H: 6.76564 -3.27875 2.96569
S: -1.91559 -2.58322 0.50649
C: -3.83561 0.68212 -3.26442
C: 3.52291 0.65054 -2.92347
H: -0.11546 5.55580 1.77553
H: -3.50745 -5.07844 -3.33845
C: 0.74674 -1.75297 -3.00333
H: 5.12931 -0.31878 -1.85386
C: -3.29958 0.77305 -1.95746
C: 4.42769 -2.25752 0.74090
H: -0.51862 5.65617 -0.72214
C: -3.91402 -0.53847 -3.86032
H: 4.10105 -2.38979 -6.75114
N: -0.30465 2.39241 1.80579
C: 5.69800 3.63750 -0.23210
C: -0.14171 4.06277 3.28452
N: -0.17844 4.58189 2.00987
C: -2.04986 -0.20452 4.07433
H: 1.67135 0.98070 -1.86042
C: -3.84263 -0.08120 2.35392
H: 3.11532 4.70900 1.68018

Values from the calculation:
**Spin multiplicity**: 1
**Gap between HOMO and LUMO**: 6.3 eV
**Energy relative to the best compared isomer or geometry (same formula, charge and spin)**: 0.0 kcal/mol

Atom charges from the natural (NBO) analysis, given in e for atoms 1 to 99:
1. H 0.22
2. H 0.21
3. C -0.36
4. P 0.83
5. H 0.21
6. C -0.20
7. C -0.21
8. C -0.12
9. C -0.19
10. C 0.30
11. H 0.21
12. C -0.14
13. H 0.22
14. C -0.72
15. H 0.24
16. H 0.17
17. H 0.24
18. C -0.20
19. C -0.64
20. C -0.09
21. H 0.23
22. N -0.61
23. C -0.24
24. H 0.21
25. H 0.21
26. C -0.37
27. H 0.23
28. H 0.21
29. C -0.17
30. C -0.71
31. C -0.20
32. C -0.21
33. N -0.60
34. H 0.23
35. C -0.23
36. C -0.09
37. H 0.25
38. H 0.22
39. H 0.22
40. H 0.24
41. H 0.19
42. H 0.23
43. H 0.22
44. C -0.25
45. N -0.53
46. H 0.21
47. C -0.05
48. H 0.21
49. H 0.21
50. H 0.22
51. C -1.15
52. H 0.21
53. C -0.20
54. H 0.23
55. H 0.21
56. C -0.27
57. C -0.16
58. H 0.22
59. C -0.22
60. C -0.22
61. H 0.21
62. C 0.20
63. N -0.57
64. C 0.34
65. C -0.40
66. H 0.42
67. C -0.13
68. N -0.50
69. H 0.21
70. H 0.20
71. C -0.19
72. C -0.23
73. C -0.20
74. H 0.16
75. H 0.41
76. H 0.20
77. C -0.14
78. C -0.21
79. H 0.21
80. Sr 1.78
81. H 0.22
82. I -0.09
83. H 0.22
84. P 0.81
85. H 0.21
86. H 0.21
87. C -0.31
88. H 0.21
89. S -0.37
90. H 0.21
91. S -0.54
92. C -0.29
93. C -0.41
94. H 0.42
95. H 0.21
96. C -0.34
97. H 0.22
98. C 0.25
99. C -0.24